w:
# CH3BrO2

2 unconnected molecules or ions with the total composition CH3BrO2 (ωB97M-V/def2-TZVPD, the Open Molecules 2025 dataset).

The calculation puts the HOMO-LUMO gap (alpha / beta) at 0.267 / 0.384 hartree. As for the net charge: 0. Its HOMO energy (alpha / beta) is -8.1133 / -10.4876 eV. Its molar mass is 126.94 g mol⁻¹.

Geometry as XYZ:
```
7
Properties=species:S:1:pos:R:3:lowdin_charge:R:1
C -0.29 -1.29 -0.14 -0.5067
O 0.21 1.57 0.02 -0.2086
O 1.35 0.86 -0.08 -0.0946
Br -1.70 -0.21 0.04 0.8140
H -0.08 -1.35 -1.17 -0.0167
H 0.24 -1.70 0.58 -0.0471
H 0.27 2.12 0.76 0.0596
```

=====

x:
# CH3BrO2

2 unconnected molecules or ions with the total composition CH3BrO2 (ωB97M-V/def2-TZVPD, the Open Molecules 2025 dataset).

The calculation puts the HOMO-LUMO gap at 0.418 hartree. As for the net charge: 0. Its HOMO energy is -10.7435 eV. Its SMILES is O=CO.Br. Its molar mass is 126.94 g mol⁻¹.

Geometry as XYZ:
```
7
Properties=species:S:1:pos:R:3:lowdin_charge:R:1
C -0.26 0.07 1.39 -0.4553
O -0.98 -0.93 1.84 0.0624
O -0.16 0.35 0.23 0.0475
Br 1.78 0.99 -3.29 0.2584
H 0.33 0.61 2.24 0.1680
H -1.17 -1.46 0.98 0.1724
H 0.46 0.36 -3.39 -0.2535
```

=====

The structure with the greatest stability is x.

=====

w:
# C5H26N2O6

7 unconnected molecules or ions with the total composition C5H26N2O6 (ωB97M-V/def2-TZVPD, the Open Molecules 2025 dataset).

The calculation puts the HOMO-LUMO gap at 0.340 hartree. As for the net charge: 0. Its HOMO energy is -9.0311 eV. Its SMILES is CNC[C@H](C)NC.O.O.O.O.O.O. Its molar mass is 210.27 g mol⁻¹.

Geometry as XYZ:
```
39
Properties=species:S:1:pos:R:3:lowdin_charge:R:1
C -2.32 0.30 -1.32 -0.1517
N -1.06 0.03 -0.71 -0.1356
C -1.67 0.37 1.75 -0.0263
C -0.80 0.89 0.43 -0.3264
C 0.72 1.06 0.85 -0.1861
N 1.68 0.80 -0.24 -0.1046
C 2.78 -0.06 0.23 -0.1116
H -2.87 1.16 -0.63 0.1303
H -2.34 0.76 -2.37 0.0713
H -3.05 -0.60 -1.41 0.1058
H -0.93 -0.96 -0.46 0.0725
H -2.22 1.24 2.21 0.0800
H -1.17 0.14 2.77 0.0812
H -2.10 -0.53 1.25 0.0604
H -1.16 1.83 0.18 0.0865
H 0.86 0.57 1.77 0.0363
H 0.72 2.10 1.23 0.1234
H 1.20 0.32 -1.00 0.0769
H 2.31 -0.75 0.97 0.0323
H 3.60 0.51 0.82 0.0993
H 3.25 -0.62 -0.66 0.1218
H 0.44 2.79 -2.92 0.1136
H -0.30 1.95 -2.10 0.0354
O -0.45 2.23 -3.08 -0.1422
H 0.11 -0.17 -2.98 -0.0683
H 0.07 -0.45 -4.34 0.0695
O 0.30 -0.92 -3.49 -0.0645
H -2.09 -2.44 2.03 -0.0264
H -2.03 -3.81 2.43 -0.0110
O -2.27 -3.00 2.78 -0.0308
H 0.30 -1.80 2.84 0.0689
H 1.32 -0.74 2.07 0.1024
O 0.71 -1.62 1.98 -0.1294
H 2.92 2.61 -1.12 0.0188
H 4.06 2.43 -0.19 -0.0074
O 3.78 3.03 -0.87 -0.0791
H -0.97 -3.44 -0.12 0.0481
H -0.30 -2.56 1.06 0.0469
O -1.06 -2.65 0.38 -0.0804
```

=====

x:
# C5H26N2O6

7 unconnected molecules or ions with the total composition C5H26N2O6 (ωB97M-V/def2-TZVPD, the Open Molecules 2025 dataset).

The calculation puts the HOMO-LUMO gap at 0.341 hartree. As for the net charge: 0. Its HOMO energy is -8.9440 eV. Its SMILES is CCC[C@@H](N)CN.O.O.O.O.O.O. Its molar mass is 210.27 g mol⁻¹.

Geometry as XYZ:
```
39
Properties=species:S:1:pos:R:3:lowdin_charge:R:1
N 2.96 -0.29 0.77 0.0360
C 1.51 0.03 0.85 -0.3798
C 1.24 1.47 1.31 -0.1764
C 1.70 2.49 0.24 -0.2462
C 0.68 2.54 -0.91 -0.1088
C 0.93 -0.95 1.90 -0.2047
N 0.33 -2.09 1.15 -0.0025
H 3.34 -0.11 -0.16 0.0399
H 3.59 0.19 1.40 0.0737
H 1.13 0.00 -0.17 0.1080
H 0.16 1.54 1.43 0.0851
H 1.68 1.75 2.27 0.1140
H 2.71 2.36 -0.16 0.0999
H 1.81 3.46 0.71 0.0938
H 0.67 1.61 -1.46 0.0349
H -0.35 2.75 -0.53 0.0768
H 0.97 3.28 -1.66 0.0708
H 1.70 -1.32 2.57 0.1106
H 0.10 -0.40 2.41 0.0991
H 0.79 -2.22 0.26 0.0705
H 0.39 -2.92 1.72 0.0730
H -1.61 -2.88 0.23 0.0288
H -1.48 -1.87 -0.96 0.0039
O -2.12 -2.38 -0.41 -0.0743
H -0.22 -1.36 -3.34 0.0647
H -1.40 -0.73 -2.38 0.0054
O -0.54 -1.20 -2.44 -0.0749
H -2.37 2.48 1.44 0.0509
H -3.23 1.27 0.99 0.0292
O -2.34 1.60 1.04 -0.0703
H -2.67 -1.44 0.98 -0.0079
H -1.95 -0.85 2.12 0.0039
O -2.86 -0.94 1.82 -0.0894
H 2.74 0.80 -2.65 0.0446
H 1.87 -0.32 -2.33 0.0088
O 2.82 -0.13 -2.40 -0.0533
H -3.03 -0.07 -0.94 0.0453
H -2.19 0.99 -1.82 0.0457
O -2.78 0.24 -1.83 -0.0285
```

=====

The structure with the greatest stability is x.

=====

w:
# NO3S2

A molecular structure, NO3S2 (ωB97M-V/def2-TZVPD, the Open Molecules 2025 dataset).

The calculation puts the HOMO-LUMO gap at 0.297 hartree. As for the net charge: -1. Its HOMO energy is -4.2375 eV. Its molar mass is 126.14 g mol⁻¹.

Geometry as XYZ:
```
6
Properties=species:S:1:pos:R:3:lowdin_charge:R:1
N -0.68 -0.65 -0.14 -0.5187
O -0.05 0.10 2.37 -0.5026
O 0.54 1.39 0.40 -0.6551
O 0.53 -1.28 -2.38 -0.5763
S -0.49 0.70 1.16 0.4933
S 0.15 -0.27 -1.40 0.7593
```

=====

x:
# NO3S2

2 unconnected molecules or ions with the total composition NO3S2 (ωB97M-V/def2-TZVPD, the Open Molecules 2025 dataset).

The calculation puts the HOMO-LUMO gap at 0.216 hartree. As for the net charge: -1. Its HOMO energy is -3.7654 eV. Its molar mass is 126.14 g mol⁻¹.

Geometry as XYZ:
```
6
Properties=species:S:1:pos:R:3:lowdin_charge:R:1
N 1.34 -0.23 0.37 -0.5807
O -2.75 1.30 -0.07 -0.4665
O 3.84 -0.31 0.19 -0.7442
O -2.84 -1.07 -0.37 -0.4553
S 2.52 0.29 -0.29 0.4110
S -2.10 0.03 0.16 0.8357
```

=====

The structure with the greatest stability is w.

=====

w:
# C5H8NS

A gas-phase ion, C5H8NS (charge +1) (ωB97M-V/def2-TZVPD, the Open Molecules 2025 dataset).

The calculation puts the HOMO-LUMO gap at 0.309 hartree. As for the net charge: +1. Its HOMO energy is -13.7142 eV. Its molar mass is 114.19 g mol⁻¹.

Geometry as XYZ:
```
15
Properties=species:S:1:pos:R:3:lowdin_charge:R:1
C 0.75 0.24 0.14 -0.7505
C 3.16 -0.64 0.03 0.1423
C -0.46 -0.73 -0.16 -0.1272
C -1.73 -0.11 0.46 -0.2624
C -1.97 1.15 -0.25 0.0755
N 1.93 -0.30 0.20 0.0330
S 0.50 1.84 0.27 0.9357
H 3.51 -0.58 -0.99 0.1002
H 3.91 -1.01 0.76 0.1238
H -0.70 -0.75 -1.24 0.1358
H -0.05 -1.71 0.15 0.1314
H -2.53 -0.80 0.12 0.1575
H -1.92 0.11 1.48 0.1188
H -1.91 1.25 -1.26 0.0504
H -2.49 2.05 0.29 0.1358
```

=====

x:
# C5H8NS

A molecular structure, C5H8NS (ωB97M-V/def2-TZVPD, the Open Molecules 2025 dataset).

The calculation puts the HOMO-LUMO gap (alpha / beta) at 0.355 / 0.355 hartree. As for the net charge: +1. Its HOMO energy (alpha / beta) is -14.6713 / -14.6717 eV. Its molar mass is 114.19 g mol⁻¹.

Geometry as XYZ:
```
15
Properties=species:S:1:pos:R:3:lowdin_charge:R:1
C -1.28 0.90 -0.01 -0.4596
C -0.60 -1.09 -0.13 -0.4817
C -1.39 2.20 0.00 0.1365
C 0.31 -2.26 -0.05 0.0065
C 1.22 0.59 0.06 -0.0005
N -0.11 0.14 0.13 -0.1741
S -2.22 -0.65 -0.22 1.1695
H -2.17 2.87 -0.12 0.0717
H -0.52 2.83 0.01 0.0976
H -0.15 -3.20 0.19 0.0969
H 1.29 -2.04 0.59 0.1530
H 0.81 -2.38 -0.95 0.0731
H 1.32 1.16 0.98 0.1248
H 1.70 1.19 -0.72 0.1353
H 1.77 -0.25 0.23 0.0509
```

=====

The structure with the greatest stability is x.